Below is a gas-phase ion, C3HClNO3 (charge -1), with properties calculated with ωB97M-V/def2-TZVPD.

Last column: natural (NBO) charge in e.
Positions of all 9 atoms, in Å:
C (2.01, -0.75, 1.41)  -0.3324
C (1.28, 0.20, 0.73)  0.4280
C (0.34, -2.48, 0.28)  0.6671
N (-0.12, -0.07, 0.34)  -0.3342
O (1.57, 1.37, 0.54)  -0.6687
O (0.08, -3.61, -0.02)  -0.6278
O (-0.49, -1.43, -0.04)  -0.4472
Cl (3.66, -0.85, 0.99)  -0.0454
H (-0.34, 0.36, -0.53)  0.3606

Summary:
- DFT total energy (Ha) = -855.4600
- HOMO level (spin up / spin down) (eV) = -3.79 / -3.49
- net charge = -1
- gap between HOMO and LUMO (spin up / spin down) (Eh) = 0.2775 / 0.2582